[1]
Density functional theory data (ωB97M-V/def2-TZVPD) for an isolated molecule of C9H7N3O2.

Geometry (Å):
O: 2.249 -1.976 0.383
N: 1.186 -2.570 0.197
O: 1.061 -3.645 -0.268
C: -0.001 -1.921 0.670
C: -1.135 -2.572 0.950
N: -2.010 -1.696 1.610
N: -1.440 -0.540 1.748
C: -0.100 -0.559 1.181
C: 0.031 0.605 0.252
C: -0.120 1.951 0.634
C: -0.089 2.928 -0.295
C: 0.102 2.643 -1.620
C: 0.220 1.337 -2.043
C: 0.342 0.343 -1.068
H: -1.301 -3.645 0.718
H: 0.568 -0.631 2.042
H: -0.454 2.043 1.696
H: -0.067 3.953 -0.021
H: 0.054 3.491 -2.217
H: 0.292 1.124 -3.138
H: 0.612 -0.662 -1.410

Output
SMILES   O=[N+]([O-])C1=CN=N[C@@H]1c1ccccc1
Kohn-Sham gap   8.327 eV
Highest occupied orbital energy   -9.712 eV
Energy above the lowest of the compared OMol25 structures with the same formula, charge and spin   74.4 kcal per mole
LUMO   -1.4 eV

***

[2]
Density functional theory data (ωB97M-V/def2-TZVPD) for a structure of composition C3H9N3.

Geometry (Å):
C: 2.417 0.151 0.531
C: 1.441 -0.687 -0.427
C: -0.689 0.192 -0.435
H: 2.758 -0.282 1.595
H: 1.841 1.076 0.836
H: 3.452 0.727 0.068
H: 1.500 -0.199 -1.531
H: 1.818 -1.748 -0.428
H: -0.315 1.025 -1.084
H: -2.365 1.657 -0.541
H: -3.206 0.002 1.558
H: -3.828 -0.920 -0.487
N: 0.083 -0.764 -0.006
N: -1.963 0.409 -0.035
N: -2.945 -0.640 0.388

Output
Kohn-Sham gap   8.526 eV
Highest occupied orbital energy   -8.474 eV
Energy above the lowest of the compared OMol25 structures with the same formula, charge and spin   173.4 kcal per mole
LUMO   0.1 eV